*1*
11
Properties=species:S:1:pos:R:3 method="wB97M-V/def2-TZVPD" molar_mass_g_mol=79.15 total_charge=-1 e_lumo_ha=0.159
S 2.48672 -0.05101 0.97239
H 2.45484 -1.34549 1.33653
N -0.29525 -0.09012 -1.32012
C -0.82491 0.63393 -0.18606
N -1.00042 -0.27176 0.96995
H 0.69908 -0.25698 -1.17359
H -0.39421 0.39330 -2.20437
H -1.79601 1.05438 -0.46134
H -0.17477 1.42515 0.18368
H -0.05115 -0.30642 1.36302
H -1.10392 -1.18499 0.51990

*2*
11
Properties=species:S:1:pos:R:3 method="wB97M-V/def2-TZVPD" molar_mass_g_mol=79.15 total_charge=-1 e_lumo_ha=0.156
S 2.66352 -0.84150 0.57299
H 2.57226 -0.79297 1.91909
N 0.31246 0.09152 -1.25726
C -0.91316 0.50823 -0.55740
N -1.23459 0.08570 0.84882
H 0.70474 -0.72783 -0.72958
H 1.01496 0.79678 -0.97538
H -1.69418 0.21667 -1.27295
H -0.92378 1.60179 -0.51747
H -0.44787 -0.44864 1.23777
H -2.05437 -0.48975 0.73135

The structure with the most favorable energy is *1*; the runner-up is 0.0203 hartree above it.

*1*
19
Properties=species:S:1:pos:R:3 method="wB97M-V/def2-TZVPD" molar_mass_g_mol=169.14 e_lumo_ha=-0.006
C 1.51119 -2.64903 0.58633
C 0.91418 -1.27987 -0.18948
C -1.47856 -0.41768 0.26965
C -1.00152 0.89619 -0.06520
C 0.05640 1.36632 -0.88276
C -0.16592 2.72100 -1.11672
C -0.97590 3.07694 0.01720
H 0.50343 -1.60144 2.06460
H 1.26129 -1.09111 -1.50171
H 1.17081 -0.27647 0.60287
H -0.93206 -2.41499 -0.42929
H 0.91131 0.65004 -1.32687
H 0.71725 3.25948 -1.49814
H -1.29541 4.07644 0.47455
N -0.59722 -1.50465 -0.16685
O 1.28161 -2.46262 1.94231
O 2.24153 -3.52706 0.13785
O -2.56129 -0.79488 0.58763
O -1.56112 1.97340 0.49403

*2*
19
Properties=species:S:1:pos:R:3 method="wB97M-V/def2-TZVPD" molar_mass_g_mol=169.14 smiles="CC1=C(O)C=CC=C([N+](=O)[O-])O1" e_lumo_ha=-0.041
C -0.83963 -2.45294 -0.09153
C -0.58408 -0.97048 -0.15469
C -1.47608 0.04114 0.07943
O -2.61470 -0.19894 0.85495
C -1.23393 1.52321 -0.02504
C -0.07335 2.16747 -0.20051
C 1.23802 1.60338 -0.12978
C 1.46765 0.27963 -0.30845
N 2.79806 -0.27617 -0.00052
O 3.61550 0.60214 0.40581
O 3.07238 -1.43435 -0.17157
O 0.63523 -0.67212 -0.82738
H 0.04628 -3.04028 -0.47143
H -1.72963 -2.81457 -0.61148
H -1.10592 -2.67841 0.97092
H -3.13865 0.60404 0.83749
H -2.08509 2.25796 0.08757
H -0.06047 3.21062 -0.27886
H 2.06840 2.24865 0.03508

The structure with the most favorable energy is *1*; the runner-up is 0.0220 hartree above it.

*1*
15
Properties=species:S:1:pos:R:3 method="wB97M-V/def2-TZVPD" molar_mass_g_mol=109.13 smiles=[O-][N+]#C[C@H]1[C@H]2CC[C@@H]12 e_lumo_ha=0.031
O 0.21349 -2.70926 -2.46658
N 0.41745 -2.02892 -1.50956
C 0.90856 -1.51895 -0.61132
C 0.94108 -0.69005 0.53435
C 0.76515 0.84392 0.50842
C -0.27179 1.32173 -0.49749
C -1.29977 0.35857 0.14683
C -0.22352 0.05247 1.21858
H 1.85445 -0.89493 1.21980
H 1.56011 1.36116 0.98233
H -0.16078 1.23873 -1.66836
H -0.58118 2.44003 -0.23295
H -2.13939 0.91071 0.61794
H -1.62912 -0.46619 -0.54441
H -0.35473 -0.21901 2.30243

*2*
15
Properties=species:S:1:pos:R:3 method="wB97M-V/def2-TZVPD" molar_mass_g_mol=109.13 smiles="C1=C[C@@H]2ON=C[C@H]2C1" e_lumo_ha=0.037
C -0.50848 0.72988 -1.54960
C -0.87001 1.32024 -0.43454
C -0.46663 0.35833 0.66907
O -0.09004 0.83652 1.87507
N 0.36104 -0.39063 2.40545
C 0.92253 -1.03012 1.39134
C 0.75307 -0.24123 0.12261
C 0.11042 -0.76342 -1.41268
H -0.90928 1.31605 -2.37969
H -1.16917 2.31795 -0.34270
H -1.04737 -0.47251 0.90257
H 1.30353 -1.90473 1.95469
H 1.32829 0.65854 -0.01594
H -0.59839 -1.44315 -1.08750
H 0.88047 -1.29173 -2.09815

The structure with the most favorable energy is *1*; the runner-up is 0.0284 hartree above it.

*1*
15
Properties=species:S:1:pos:R:3 method="wB97M-V/def2-TZVPD" molar_mass_g_mol=109.13 smiles="C=COc1ccc[nH]1" e_lumo_ha=0.038
C -3.21958 0.07522 0.35294
C -2.00792 0.31485 -0.22633
O -1.08910 -0.71507 -0.25255
C 0.20268 -0.16427 -0.17444
C 0.73392 1.08804 -0.03253
C 2.11824 0.95487 0.15947
C 2.42845 -0.40082 0.16054
N 1.22729 -1.07957 -0.06005
H -3.31322 -0.81642 1.04505
H -4.02145 0.81086 0.27851
H -1.78197 1.25524 -0.83397
H 0.32190 2.11369 -0.12112
H 2.91516 1.71998 0.24623
H 3.35429 -0.95745 0.17040
H 1.11226 -2.05569 0.21768

*2*
15
Properties=species:S:1:pos:R:3 method="wB97M-V/def2-TZVPD" molar_mass_g_mol=109.13 e_lumo_ha="-0.003 / -0.037"
C 1.07430 -0.05815 0.31211
C 0.13282 -0.05323 -0.71455
N 2.28373 -0.69121 0.40643
C -1.08033 0.65397 0.33927
C -0.01114 -0.13601 -2.03890
C -2.13551 -0.18704 0.60720
C 0.29078 0.56520 1.32702
O 0.40806 0.89532 2.47939
H 2.92211 -0.62407 -0.37089
H 2.71477 -0.68093 1.31861
H -1.32477 1.67472 0.04904
H 0.83285 0.00623 -2.70552
H -0.98418 -0.29912 -2.48508
H -3.16595 0.14147 0.54771
H -1.95754 -1.20715 0.92817

*3*
15
Properties=species:S:1:pos:R:3 method="wB97M-V/def2-TZVPD" molar_mass_g_mol=109.13 e_lumo_ha=0.026
C -0.02229 0.87377 1.16206
C 0.84852 -0.17604 0.71035
C -0.31818 -1.15857 0.73338
C -1.09247 0.02472 0.26984
C -0.46553 0.24987 -1.01306
C 0.98860 0.09795 -0.68367
H 1.78352 -0.72736 1.30983
H -0.45737 -2.18176 0.18046
H -0.53952 -1.41785 1.77914
H -2.17802 0.22281 0.36723
H -0.90481 -0.18772 -1.92965
H 0.34388 1.44133 -2.20605
H 1.70509 -0.44026 -1.32767
N 0.36464 1.45185 -1.20579
O -0.05605 1.92728 1.85360

The structure with the most favorable energy is *1*; the runner-up is 0.0949 hartree above it.

*1*
15
Properties=species:S:1:pos:R:3 method="wB97M-V/def2-TZVPD" molar_mass_g_mol=109.13 smiles="C=CC1(C#[N+][O-])CC1" e_lumo_ha=0.023
C -0.87245 -0.77522 1.37480
C -1.25731 -0.62092 0.10496
C -0.50812 0.06514 -1.02997
C -1.05373 0.13407 -2.36518
N -0.79328 0.38661 -3.46918
O -0.77620 0.63782 -4.63721
C 1.06987 -0.10977 -1.03454
C 0.48776 1.17953 -0.72386
H -1.65972 -1.17926 2.13752
H 0.09916 -0.66960 1.77775
H -2.08655 -1.15489 -0.32057
H 1.50408 -0.26562 -2.05586
H 1.34757 -0.92550 -0.33135
H 0.58599 1.63199 0.25677
H 0.74358 1.74572 -1.69699

*2*
15
Properties=species:S:1:pos:R:3 method="wB97M-V/def2-TZVPD" molar_mass_g_mol=109.13 smiles="N#C[C@]1(O)C=CCC1" e_lumo_ha=0.008
N -0.29639 2.05806 2.09435
C -0.22881 0.84581 1.68645
C 0.19574 -0.18014 0.85274
O 0.89068 -1.33231 1.38676
C 1.12391 0.46848 -0.34275
C 0.67025 0.43160 -1.53043
C -0.71179 -0.29762 -1.40826
C -1.06908 -0.54985 0.18433
H 1.45200 -0.89104 2.29117
H 1.95543 1.09400 -0.09425
H 1.61584 0.87239 -2.17508
H -1.63296 0.33754 -2.00195
H -0.45024 -1.22499 -2.19663
H -1.58034 -1.71090 0.58647
H -1.93423 0.07898 0.66707

The structure with the most favorable energy is *1*; the runner-up is 0.0505 hartree above it.